No. 1
{
  "formula": "C29H23FeNPS3",
  "method": "ωB97M-V/def2-TZVPD",
  "orbital_gap_ev": [6.7, 7.4],
  "charge": 0,
  "e_above_lowest_kcal_mol": 0.0,
  "energy_ev": -108118.8004,
  "multiplicity": 2,
  "molar_mass_g_mol": 568.5,
  "species": ["Fe", "S", "C", "S", "S", "C", "C", "C", "C", "C", "C", "P", "C", "C", "C", "C", "C", "C", "C", "C", "C", "C", "C", "C", "C", "C", "C", "C", "H", "H", "H", "H", "H", "H", "H", "H", "H", "H", "H", "H", "H", "H", "H", "H", "C", "C", "C", "C", "N", "C", "C", "H", "H", "H", "H", "H", "H", "H"],
  "positions_angstrom": [[0.2584, -0.4573, -0.3687], [0.4298, 2.1154, -4.0034], [0.3546, 1.2000, -2.6516], [0.8227, -0.4729, -2.5130], [-0.1645, 1.7021, -1.0690], [5.4088, 3.1377, -1.0754], [5.2930, 2.8380, 0.2752], [4.3433, 1.9231, 0.7012], [3.5092, 1.2967, -0.2254], [3.6329, 1.5965, -1.5803], [4.5795, 2.5194, -1.9992], [2.3136, 0.0671, 0.3382], [1.8567, 0.5903, 2.0236], [1.3491, 1.8801, 2.1979], [0.9090, 2.2914, 3.4457], [0.9607, 1.4179, 4.5247], [1.4547, 0.1329, 4.3537], [1.9003, -0.2838, 3.1068], [3.1436, -1.5108, 0.5327], [4.4762, -1.7193, 0.7601], [4.9410, -3.0334, 0.9755], [4.0631, -4.0824, 0.9703], [2.6812, -3.8867, 0.7276], [1.7534, -4.9562, 0.6966], [0.4418, -4.7022, 0.4278], [-0.0097, -3.3827, 0.1726], [0.8336, -2.2945, 0.1895], [2.2098, -2.5764, 0.4848], [6.1444, 3.8596, -1.4063], [5.9365, 3.3219, 0.9985], [4.2407, 1.7054, 1.7578], [2.9934, 1.1162, -2.3066], [4.6587, 2.7576, -3.0515], [1.3032, 2.5585, 1.3537], [0.5232, 3.2943, 3.5746], [0.6161, 1.7403, 5.4987], [1.4973, -0.5498, 5.1925], [2.2851, -1.2881, 2.9787], [5.1696, -0.8868, 0.7742], [5.9951, -3.2066, 1.1485], [4.4202, -5.0918, 1.1404], [2.1021, -5.9660, 0.8773], [-0.2715, -5.5170, 0.3950], [-1.0601, -3.2608, -0.0634], [-5.9563, -1.4917, -0.2455], [-4.4729, -1.2832, -0.3206], [-3.8274, -1.0590, -1.5286], [-2.4610, -0.8455, -1.5524], [-1.7213, -0.8654, -0.4455], [-2.3291, -1.0859, 0.7267], [-3.6874, -1.2905, 0.8304], [-6.3817, -1.6694, -1.2313], [-6.4393, -0.6092, 0.1778], [-6.1984, -2.3381, 0.3973], [-4.3813, -1.0410, -2.4576], [-1.9259, -0.6500, -2.4734], [-1.6930, -1.1079, 1.6047], [-4.1290, -1.4617, 1.8034]],
  "forces_ev_per_angstrom": [[0.08, -0.02, -0.19], [0.01, -0.02, -0.05], [0.03, 0.00, 0.12], [-0.03, 0.05, 0.03], [0.00, 0.01, -0.01], [0.00, 0.00, 0.00], [0.00, 0.00, 0.00], [0.00, 0.01, 0.01], [0.01, 0.01, -0.01], [0.02, 0.00, 0.02], [0.00, 0.00, 0.00], [-0.07, 0.00, -0.03], [-0.01, 0.03, -0.01], [-0.01, -0.01, 0.03], [0.00, 0.00, 0.00], [0.00, 0.00, 0.00], [0.00, -0.01, 0.00], [0.00, -0.01, 0.01], [0.04, 0.02, 0.02], [0.00, 0.00, 0.00], [0.00, 0.00, 0.00], [-0.01, -0.01, -0.01], [0.01, 0.02, 0.00], [0.01, -0.02, 0.00], [-0.03, 0.02, -0.01], [0.05, -0.02, 0.01], [-0.02, 0.03, 0.03], [-0.01, -0.07, 0.00], [0.00, 0.00, 0.00], [0.00, 0.00, 0.00], [0.01, 0.00, -0.01], [-0.03, -0.01, -0.01], [0.00, 0.00, 0.00], [0.00, 0.00, 0.00], [0.00, 0.00, 0.00], [0.00, 0.00, 0.00], [0.00, 0.00, 0.00], [0.00, 0.01, -0.01], [0.00, 0.00, 0.00], [0.00, 0.00, 0.00], [0.01, 0.00, 0.00], [0.00, 0.00, 0.00], [0.01, -0.01, 0.00], [0.00, -0.01, 0.00], [0.01, 0.00, 0.00], [-0.02, 0.00, 0.02], [0.04, 0.00, -0.02], [0.00, 0.04, -0.04], [0.00, -0.02, 0.17], [-0.06, -0.02, -0.02], [-0.02, 0.01, 0.00], [0.00, 0.00, 0.00], [0.00, 0.00, 0.00], [0.00, 0.00, 0.00], [0.00, 0.00, 0.00], [-0.01, 0.00, -0.01], [0.00, -0.01, -0.01], [0.00, 0.00, 0.00]]
}

***

No. 2
{
  "formula": "C7H13AlNOP",
  "method": "ωB97M-V/def2-TZVPD",
  "orbital_gap_ev": 5.6,
  "charge": 0,
  "energy_ev": -26888.9468,
  "molar_mass_g_mol": 185.1,
  "species": ["C", "C", "C", "C", "C", "Al", "P", "H", "H", "H", "H", "H", "H", "H", "H", "C", "C", "N", "O", "H", "H", "H", "H", "H"],
  "positions_angstrom": [[-0.6096, 0.2584, -2.9887], [-1.4102, 1.4132, -2.7094], [-0.6265, 2.2704, -1.8868], [0.6372, 1.6747, -1.7004], [0.6677, 0.3776, -2.3091], [1.7989, -0.9354, 0.3214], [0.3209, -2.6270, -0.4067], [-0.8538, -0.5167, -3.7070], [-2.4513, 1.6131, -3.0054], [-1.0109, 3.1055, -1.3023], [1.5729, -0.2018, -2.6066], [1.4911, 2.0803, -1.1639], [0.9650, -3.8240, -0.8881], [-0.8860, -2.7890, -1.1551], [-0.1727, -3.3542, 0.7235], [-0.7612, 0.8371, 3.1037], [0.1623, 0.0902, 2.1577], [1.0837, -0.6894, 2.7012], [0.1792, 0.0995, 0.8611], [-0.4064, 0.7531, 4.1399], [-1.7742, 0.4343, 3.0868], [-0.8137, 1.9166, 2.9297], [1.8911, -1.0528, 2.1272], [1.0067, -0.9335, 3.6774]],
  "forces_ev_per_angstrom": [[-0.38, 0.62, 0.43], [0.95, -1.20, 0.19], [0.55, -0.68, 0.54], [0.05, -0.08, 0.36], [-0.37, 0.06, -0.81], [0.39, 1.98, -2.86], [-1.58, -2.43, -0.59], [-0.09, -0.03, 0.15], [0.69, -0.26, 0.00], [0.23, 0.10, -0.47], [-0.65, 0.65, 0.15], [-0.22, 0.17, 0.05], [-0.07, 0.79, 0.03], [0.40, 0.38, 0.11], [0.14, 0.37, -0.05], [0.10, 0.13, 0.13], [0.24, -0.12, -2.24], [-0.35, -0.42, 2.03], [-0.39, 0.34, 2.79], [0.08, -0.25, -0.34], [0.04, 0.00, -0.32], [0.06, -0.29, -0.55], [-0.19, 0.02, 1.21], [0.39, 0.16, 0.05]]
}

***

No. 3
{
  "formula": "C9H26BiN2O7",
  "method": "ωB97M-V/def2-TZVPD",
  "orbital_gap_ev": [6.1, 5.8],
  "charge": 1,
  "e_above_lowest_kcal_mol": 0.0,
  "energy_ev": -32894.0061,
  "molar_mass_g_mol": 483.3,
  "species": ["O", "H", "Bi", "N", "N", "O", "O", "C", "C", "C", "C", "H", "H", "H", "H", "H", "H", "H", "H", "O", "H", "H", "C", "H", "H", "H", "O", "H", "H", "C", "O", "C", "C", "O", "C", "H", "H", "H", "H", "H", "H", "H", "H", "H", "H"],
  "positions_angstrom": [[2.2814, -2.9019, 2.6416], [3.0875, -3.2944, 3.0159], [-0.0046, 0.3189, 0.3078], [0.3652, 1.0904, -1.8535], [1.1006, -1.1442, -1.0676], [0.1244, 2.4786, -2.2882], [1.3023, -2.5480, -0.7047], [1.0723, 0.4129, -2.7489], [1.4075, -0.8828, -2.3297], [1.3652, 1.0441, -4.0356], [2.0246, -1.9211, -3.1696], [1.3461, 2.1371, -3.9646], [0.6156, 0.7451, -4.7835], [2.3535, 0.7184, -4.3816], [1.8059, -2.9447, -2.8454], [3.1124, -1.7855, -3.1892], [1.6579, -1.7962, -4.1915], [-0.5707, 2.8365, -1.7041], [1.4227, -2.5889, 0.2684], [-1.9271, -0.6132, -1.1206], [-1.9266, -0.1523, -1.9844], [-1.9872, -1.5646, -1.3286], [2.4891, -1.4799, 2.6836], [1.5528, -1.0034, 3.0139], [2.7395, -1.1421, 1.6639], [3.3106, -1.2016, 3.3778], [1.5040, 2.3553, 0.8223], [1.7911, 2.6577, -0.0608], [0.9682, 3.0938, 1.1612], [-2.8611, 2.2242, 0.0853], [-1.8622, 1.6434, 0.9691], [-2.2890, 1.4650, 2.3794], [-1.2710, 0.5623, 3.0676], [-0.9690, -0.6748, 2.1675], [-1.9199, -1.7712, 2.0521], [-3.0679, 3.2626, 0.3854], [-3.7761, 1.6191, 0.0936], [-2.4830, 2.2402, -0.9403], [-3.2861, 0.9921, 2.3879], [-2.3240, 2.4548, 2.8722], [-0.2859, 1.0620, 3.1768], [-1.5923, 0.2146, 4.0610], [-2.0315, -2.2635, 3.0262], [-2.8944, -1.4629, 1.6462], [-1.4706, -2.4919, 1.3657]],
  "forces_ev_per_angstrom": [[0.56, 0.30, 0.40], [-0.56, -0.09, -0.32], [2.80, -1.11, -2.70], [-0.44, 2.43, 1.36], [-0.20, -1.36, 2.22], [-0.16, -0.61, 0.72], [-0.23, 1.01, 0.12], [-0.24, -0.81, 0.36], [-0.14, 0.36, -0.18], [0.51, -0.07, -1.30], [0.44, -0.28, -1.05], [0.13, -0.47, -0.07], [0.23, 0.12, -0.01], [-0.25, 0.10, -0.12], [0.03, 0.46, -0.02], [-0.07, -0.18, -0.04], [0.18, -0.13, -0.03], [0.43, -0.50, -0.28], [0.09, 0.31, -0.63], [-1.34, -0.70, -1.09], [0.13, -0.34, 0.42], [-0.01, 0.36, -0.04], [0.17, -0.12, -0.05], [0.34, -0.12, -0.08], [0.00, 0.19, 0.37], [-0.54, -0.10, -0.43], [-0.05, 1.36, -0.21], [0.05, -0.13, 0.26], [0.38, -0.04, 0.00], [-0.10, 0.14, 0.59], [-1.55, 1.05, 1.19], [-0.05, -0.06, -0.86], [0.40, -1.54, -1.12], [-1.28, 0.74, 2.53], [0.00, 0.27, 0.59], [-0.03, -0.36, 0.00], [0.20, 0.16, 0.09], [0.20, -0.21, 0.26], [0.31, 0.30, -0.06], [-0.06, -0.47, -0.15], [-0.50, -0.44, -0.19], [-0.06, 0.10, -0.46], [-0.08, 0.18, -0.22], [0.31, 0.13, 0.18], [0.07, 0.18, 0.05]]
}

***

No. 4
{
  "formula": "C8H5F2NO2",
  "method": "ωB97M-V/def2-TZVPD",
  "orbital_gap_ev": [7.3, 7.2],
  "charge": 0,
  "e_above_lowest_kcal_mol": 124.2,
  "energy_ev": -19390.7002,
  "molar_mass_g_mol": 185.1,
  "smiles": "O=[N+]([O-])/C(F)=C(\\F)c1ccccc1",
  "species": ["C", "C", "C", "C", "C", "C", "C", "C", "N", "O", "O", "F", "F", "H", "H", "H", "H", "H"],
  "positions_angstrom": [[-1.3208, -0.2696, -0.1665], [-0.4021, -1.2618, 0.0180], [-0.9178, 1.0873, 0.0409], [0.9356, -0.9482, 0.0670], [0.4232, 1.4396, 0.1080], [1.4030, 0.3969, -0.0016], [2.8291, 0.7129, -0.0590], [4.1054, -0.2911, -0.1312], [5.4870, 0.0048, -0.0676], [5.7967, 1.1560, -0.0162], [6.2468, -0.9214, 0.0221], [3.2566, 1.9664, 0.0543], [3.9120, -1.6403, 0.0900], [-2.4266, -0.5891, -0.2025], [-0.6270, -2.2599, 0.0788], [-1.6297, 1.7873, 0.1008], [1.5077, -1.8396, 0.1665], [0.8099, 2.5166, 0.2271]],
  "forces_ev_per_angstrom": [[-2.04, 0.88, 1.36], [0.90, 2.10, -0.59], [2.17, -3.21, -0.86], [0.42, 0.88, -0.15], [1.39, 0.39, -0.21], [-0.35, -0.47, 0.47], [6.38, -3.81, 0.47], [-6.70, 1.19, 0.79], [-0.61, -0.25, 0.66], [0.47, 2.28, -0.30], [0.69, -1.08, -0.21], [-1.09, -0.40, -0.44], [-0.37, 1.87, -0.71], [1.79, 0.97, -0.14], [-0.91, -2.20, 0.01], [-2.51, 2.64, 0.15], [1.32, 0.06, -0.06], [-0.96, -1.82, -0.25]]
}

***

No. 5
{
  "formula": "C5H13NO",
  "method": "ωB97M-V/def2-TZVPD",
  "orbital_gap_ev": 9.8,
  "charge": 0,
  "e_above_lowest_kcal_mol": 54.3,
  "energy_ev": -8931.6574,
  "molar_mass_g_mol": 103.2,
  "smiles": "CC(C)[C@H](N)CO",
  "species": ["C", "O", "C", "C", "C", "C", "N", "H", "H", "H", "H", "H", "H", "H", "H", "H", "H", "H", "H", "H"],
  "positions_angstrom": [[1.2217, 0.9987, -0.2306], [2.6506, 0.7243, -0.2197], [0.6983, -0.4500, 0.0081], [-0.8513, -0.6936, 0.0715], [-1.5917, 0.2032, 1.0097], [-1.4183, -0.2034, -1.2893], [1.3697, -1.2625, 1.0309], [0.7572, 1.4805, -1.2077], [0.8284, 1.5427, 0.6822], [3.0276, 1.2256, -0.9821], [1.1140, -0.8536, -0.9596], [-1.1900, -1.7322, 0.2761], [-1.4615, -0.0767, 2.0197], [-2.6281, 0.2550, 0.8232], [-1.2672, 1.2980, 1.0046], [-1.0515, -0.7229, -2.1244], [-0.9704, 0.7123, -1.5950], [-2.5388, -0.3214, -1.3814], [2.3853, -0.9907, 1.2110], [0.9161, -1.1333, 1.8528]],
  "forces_ev_per_angstrom": [[-1.54, -0.58, 1.23], [-0.43, 2.13, -1.52], [0.21, -1.72, -2.18], [-0.16, 1.35, -1.98], [1.35, 2.28, 1.21], [-0.88, -1.51, -0.05], [2.94, 0.80, -2.13], [1.44, -1.01, 1.97], [1.21, 0.35, -1.03], [-0.24, -0.59, 1.07], [-0.94, -0.39, 0.63], [0.86, 0.44, -0.28], [0.07, -0.45, 1.40], [-1.27, -0.28, -0.32], [-0.16, -1.32, -0.38], [0.57, -1.83, -1.06], [-0.66, 1.58, 0.52], [1.21, 0.79, 0.32], [-1.91, -0.35, -0.71], [-1.66, 0.34, 3.28]]
}

***

No. 6
{
  "formula": "C3H9N2O",
  "method": "ωB97M-V/def2-TZVPD",
  "orbital_gap_ev": 10.9,
  "charge": 1,
  "e_above_lowest_kcal_mol": 70.8,
  "energy_ev": -8276.0051,
  "molar_mass_g_mol": 89.1,
  "smiles": "N[C@@]1([NH3+])C[C@H]1O",
  "species": ["C", "C", "C", "N", "N", "O", "H", "H", "H", "H", "H", "H", "H", "H", "H"],
  "positions_angstrom": [[-0.4509, -0.8715, 0.9714], [-1.0850, -0.5074, -0.3562], [0.1871, 0.1394, 0.0740], [0.1899, 1.6514, 0.2218], [1.4755, -0.0242, -0.7024], [-2.1065, 0.4044, -0.4519], [-0.9344, -0.4412, 1.9503], [0.1647, -1.8342, 1.1667], [-0.9193, -1.3753, -1.1592], [0.2647, 2.0990, 1.1045], [-0.5666, 2.0617, -0.3347], [2.1381, -0.5915, -0.1454], [1.7518, 0.9599, -0.8550], [1.4087, -0.5625, -1.5630], [-2.7114, -0.0273, -1.0798]],
  "forces_ev_per_angstrom": [[0.43, -0.15, 2.72], [2.18, -2.16, -1.29], [0.20, 3.94, -0.15], [-0.60, -2.09, -1.49], [0.23, -1.90, 0.85], [-0.82, -1.28, -0.82], [1.05, -0.83, -2.07], [-1.56, 1.45, -0.64], [-0.88, 2.12, 1.50], [-0.11, -0.21, 0.99], [0.23, -0.26, 0.49], [0.15, 0.85, -0.10], [0.26, -0.37, 0.06], [-0.37, 0.23, -0.43], [-0.38, 0.68, 0.38]]
}

***

Q: What is the formula in the fourth record?
A: C8H5F2NO2

***

Repeat the sixth record exactly.
{
  "formula": "C3H9N2O",
  "method": "ωB97M-V/def2-TZVPD",
  "orbital_gap_ev": 10.9,
  "charge": 1,
  "e_above_lowest_kcal_mol": 70.8,
  "energy_ev": -8276.0051,
  "molar_mass_g_mol": 89.1,
  "smiles": "N[C@@]1([NH3+])C[C@H]1O",
  "species": ["C", "C", "C", "N", "N", "O", "H", "H", "H", "H", "H", "H", "H", "H", "H"],
  "positions_angstrom": [[-0.4509, -0.8715, 0.9714], [-1.0850, -0.5074, -0.3562], [0.1871, 0.1394, 0.0740], [0.1899, 1.6514, 0.2218], [1.4755, -0.0242, -0.7024], [-2.1065, 0.4044, -0.4519], [-0.9344, -0.4412, 1.9503], [0.1647, -1.8342, 1.1667], [-0.9193, -1.3753, -1.1592], [0.2647, 2.0990, 1.1045], [-0.5666, 2.0617, -0.3347], [2.1381, -0.5915, -0.1454], [1.7518, 0.9599, -0.8550], [1.4087, -0.5625, -1.5630], [-2.7114, -0.0273, -1.0798]],
  "forces_ev_per_angstrom": [[0.43, -0.15, 2.72], [2.18, -2.16, -1.29], [0.20, 3.94, -0.15], [-0.60, -2.09, -1.49], [0.23, -1.90, 0.85], [-0.82, -1.28, -0.82], [1.05, -0.83, -2.07], [-1.56, 1.45, -0.64], [-0.88, 2.12, 1.50], [-0.11, -0.21, 0.99], [0.23, -0.26, 0.49], [0.15, 0.85, -0.10], [0.26, -0.37, 0.06], [-0.37, 0.23, -0.43], [-0.38, 0.68, 0.38]]
}

***

Repeat the fourth record exactly.
{
  "formula": "C8H5F2NO2",
  "method": "ωB97M-V/def2-TZVPD",
  "orbital_gap_ev": [7.3, 7.2],
  "charge": 0,
  "e_above_lowest_kcal_mol": 124.2,
  "energy_ev": -19390.7002,
  "molar_mass_g_mol": 185.1,
  "smiles": "O=[N+]([O-])/C(F)=C(\\F)c1ccccc1",
  "species": ["C", "C", "C", "C", "C", "C", "C", "C", "N", "O", "O", "F", "F", "H", "H", "H", "H", "H"],
  "positions_angstrom": [[-1.3208, -0.2696, -0.1665], [-0.4021, -1.2618, 0.0180], [-0.9178, 1.0873, 0.0409], [0.9356, -0.9482, 0.0670], [0.4232, 1.4396, 0.1080], [1.4030, 0.3969, -0.0016], [2.8291, 0.7129, -0.0590], [4.1054, -0.2911, -0.1312], [5.4870, 0.0048, -0.0676], [5.7967, 1.1560, -0.0162], [6.2468, -0.9214, 0.0221], [3.2566, 1.9664, 0.0543], [3.9120, -1.6403, 0.0900], [-2.4266, -0.5891, -0.2025], [-0.6270, -2.2599, 0.0788], [-1.6297, 1.7873, 0.1008], [1.5077, -1.8396, 0.1665], [0.8099, 2.5166, 0.2271]],
  "forces_ev_per_angstrom": [[-2.04, 0.88, 1.36], [0.90, 2.10, -0.59], [2.17, -3.21, -0.86], [0.42, 0.88, -0.15], [1.39, 0.39, -0.21], [-0.35, -0.47, 0.47], [6.38, -3.81, 0.47], [-6.70, 1.19, 0.79], [-0.61, -0.25, 0.66], [0.47, 2.28, -0.30], [0.69, -1.08, -0.21], [-1.09, -0.40, -0.44], [-0.37, 1.87, -0.71], [1.79, 0.97, -0.14], [-0.91, -2.20, 0.01], [-2.51, 2.64, 0.15], [1.32, 0.06, -0.06], [-0.96, -1.82, -0.25]]
}